<1>
Formula: C5H14
Source: the OMol25 dataset
Level of theory: ωB97M-V/def2-TZVPD

The geometry in XYZ format:
```
19
C5H14 (ωB97M-V/def2-TZVPD)
C 0.73 -1.07 -1.34
C 1.86 -0.70 -0.34
C 2.57 0.53 -0.88
H -0.04 -0.25 -1.38
H 1.06 -1.60 -2.26
H 0.03 -1.91 -0.86
H 1.29 -0.40 0.50
H 2.71 -1.34 -0.12
H 3.06 0.57 -1.83
H 1.81 1.31 -0.95
H 3.22 1.13 -0.07
C -2.35 1.06 1.73
C -2.32 -0.08 0.73
H -1.40 1.55 1.69
H -2.94 1.90 1.27
H -2.49 0.56 2.72
H -2.90 -0.95 1.00
H -1.32 -0.46 0.75
H -2.59 0.16 -0.37
```

## Properties
- SMILES string: CCC.CC
- HOMO: -11.14 eV
- Frontier orbital gap: 12.17 eV
- Net charge: 0


<2>
Formula: C5H14
Source: the OMol25 dataset
Level of theory: ωB97M-V/def2-TZVPD

The geometry in XYZ format:
```
19
C5H14 (ωB97M-V/def2-TZVPD)
C -1.72 1.73 1.89
C -1.12 1.08 0.65
C -0.44 2.05 -0.33
H -0.96 2.03 2.60
H -2.26 2.63 1.58
H -2.45 1.06 2.33
H -1.93 0.57 0.14
H -0.39 0.32 0.96
H 0.29 1.50 -0.92
H 0.07 2.85 0.21
H -1.18 2.47 -1.00
C 1.20 -1.69 -1.00
C 1.90 -3.06 -1.12
H 0.32 -1.65 -1.64
H 0.85 -1.53 0.02
H 1.87 -0.88 -1.26
H 2.94 -2.96 -0.85
H 1.87 -3.39 -2.17
H 1.43 -3.80 -0.49
```

## Properties
- SMILES string: CCC.CC
- HOMO: -11.42 eV
- Frontier orbital gap: 12.55 eV
- Net charge: 0


We find <2> to be the most stable, with the next structure 35.2 kcal/mol higher.


<1>
Formula: C5H14
Source: the OMol25 dataset
Level of theory: ωB97M-V/def2-TZVPD

The geometry in XYZ format:
```
19
C5H14 (ωB97M-V/def2-TZVPD)
C 1.69 2.55 0.04
C 1.34 1.25 0.77
C -0.18 1.15 0.85
H 2.74 2.55 -0.27
H 1.65 3.38 0.75
H 1.06 2.78 -0.81
H 1.78 0.37 0.30
H 1.77 1.28 1.74
H -0.60 0.30 1.41
H -0.67 2.02 1.27
H -0.47 0.88 -0.16
C -1.84 -1.84 -1.04
C -0.88 -2.96 -0.55
H -1.72 -0.95 -0.42
H -1.53 -1.57 -2.03
H -2.89 -2.09 -0.96
H -0.19 -2.70 0.25
H -0.37 -3.44 -1.37
H -1.53 -3.75 -0.19
```

## Properties
- SMILES string: CCC.CC
- HOMO: -11.44 eV
- Frontier orbital gap: 12.59 eV
- Net charge: 0


<2>
Formula: C5H14
Source: the OMol25 dataset
Level of theory: ωB97M-V/def2-TZVPD

The geometry in XYZ format:
```
19
C5H14 (ωB97M-V/def2-TZVPD)
C -1.28 -0.13 -1.67
C -0.51 -0.95 -2.77
C 0.44 -2.02 -2.17
H -1.10 -0.68 -0.60
H -2.31 0.02 -1.91
H -0.81 0.76 -1.46
H -1.28 -1.46 -3.45
H 0.02 -0.07 -3.31
H -0.12 -2.86 -1.70
H 1.15 -2.42 -2.91
H 1.03 -1.50 -1.37
C 0.46 0.77 3.16
C 0.86 2.09 2.68
H 1.03 -0.06 2.71
H 0.57 0.38 4.17
H -0.70 0.65 3.20
H 0.34 2.23 1.68
H 0.24 2.89 3.17
H 1.98 2.36 2.55
```

## Properties
- SMILES string: CCC.CC
- HOMO: -10.69 eV
- Frontier orbital gap: 11.72 eV
- Net charge: 0


We find <1> to be the most stable, with the next structure 26.6 kcal/mol higher.


<1>
Formula: C5H14
Source: the OMol25 dataset
Level of theory: ωB97M-V/def2-TZVPD

The geometry in XYZ format:
```
19
C5H14 (ωB97M-V/def2-TZVPD)
C 2.13 1.64 -0.37
C 0.73 2.00 0.15
C -0.44 1.32 -0.56
H 2.92 2.36 -0.15
H 2.37 0.63 0.06
H 2.15 1.34 -1.42
H 0.66 3.10 0.08
H 0.75 1.86 1.23
H -0.99 0.93 0.32
H -0.13 0.67 -1.39
H -1.25 2.00 -0.80
C -1.71 -2.58 0.01
C -0.52 -1.89 0.70
H -2.20 -3.14 0.81
H -2.35 -1.82 -0.44
H -1.45 -3.21 -0.85
H -0.89 -1.19 1.45
H 0.12 -2.63 1.19
H 0.11 -1.39 -0.02
```

## Properties
- SMILES string: CCC.CC
- HOMO: -10.58 eV
- Frontier orbital gap: 11.72 eV
- Net charge: 0


<2>
Formula: C5H14
Source: the OMol25 dataset
Level of theory: ωB97M-V/def2-TZVPD

The geometry in XYZ format:
```
19
C5H14 (ωB97M-V/def2-TZVPD)
C 1.86 -0.22 0.58
C 0.91 0.47 1.57
C 0.19 -0.50 2.53
H 1.54 -0.18 -0.46
H 2.90 0.12 0.63
H 1.90 -1.30 0.72
H 1.38 1.26 2.13
H 0.14 0.94 0.95
H 0.60 -1.51 2.51
H 0.30 -0.16 3.56
H -0.88 -0.53 2.33
C -0.72 0.22 -2.56
C -2.13 0.08 -1.94
H -0.71 0.94 -3.37
H -0.01 0.52 -1.79
H -0.45 -0.75 -2.96
H -2.88 0.18 -2.73
H -2.35 0.88 -1.23
H -2.24 -0.92 -1.52
```

## Properties
- SMILES string: CCC.CC
- HOMO: -11.26 eV
- Frontier orbital gap: 12.42 eV
- Net charge: 0


We find <2> to be the most stable, with the next structure 9.6 kcal/mol higher.


<1>
Formula: C5H14
Source: the OMol25 dataset
Level of theory: ωB97M-V/def2-TZVPD

The geometry in XYZ format:
```
19
C5H14 (ωB97M-V/def2-TZVPD)
C -1.99 0.88 1.25
C -0.80 1.80 1.05
C -0.26 1.87 -0.38
H -2.59 0.68 0.38
H -2.74 1.28 1.93
H -1.76 -0.07 1.74
H -1.06 2.76 1.42
H 0.00 1.47 1.71
H 0.09 2.87 -0.63
H 0.54 1.13 -0.51
H -1.03 1.64 -1.12
C 1.87 -2.04 -0.21
C 1.07 -2.07 -1.52
H 2.66 -1.30 -0.30
H 1.21 -1.72 0.60
H 2.28 -3.00 0.10
H 0.24 -2.76 -1.39
H 1.65 -2.35 -2.39
H 0.64 -1.09 -1.72
```

## Properties
- SMILES string: CCC.CC
- HOMO: -11.27 eV
- Frontier orbital gap: 12.39 eV
- Net charge: 0


<2>
Formula: C5H14
Source: the OMol25 dataset
Level of theory: ωB97M-V/def2-TZVPD

The geometry in XYZ format:
```
19
C5H14 (ωB97M-V/def2-TZVPD)
C 0.21 -1.46 -0.63
C -0.80 -0.62 -1.44
C -2.22 -1.19 -1.84
H 0.44 -2.51 -0.92
H 1.01 -0.81 -0.46
H -0.21 -1.77 0.40
H -0.31 -0.22 -2.37
H -1.04 0.28 -0.85
H -2.05 -2.30 -1.64
H -2.41 -1.01 -2.88
H -2.93 -0.78 -1.10
C 2.02 1.45 1.40
C 0.49 1.57 1.95
H 2.76 0.96 2.01
H 2.01 1.03 0.38
H 2.52 2.38 1.36
H -0.20 0.84 1.87
H 0.15 2.67 1.68
H 0.54 1.48 3.10
```

## Properties
- SMILES string: CCC.CC
- HOMO: -11.03 eV
- Frontier orbital gap: 12.16 eV
- Net charge: 0


<3>
Formula: C5H14
Source: the OMol25 dataset
Level of theory: ωB97M-V/def2-TZVPD

The geometry in XYZ format:
```
19
C5H14 (ωB97M-V/def2-TZVPD)
C -0.76 0.10 -0.90
C -1.66 0.95 0.13
C -2.99 1.30 -0.50
H -0.16 0.78 -1.41
H -1.50 -0.23 -1.71
H -0.16 -0.64 -0.41
H -1.85 0.29 1.08
H -0.90 1.68 0.51
H -2.79 2.19 -1.11
H -3.42 0.57 -1.18
H -3.69 1.52 0.20
C 2.30 -1.73 1.12
C 2.56 -0.44 0.29
H 2.58 -2.73 0.65
H 3.01 -1.54 1.93
H 1.19 -1.75 1.16
H 2.38 -0.35 -0.79
H 2.14 0.30 0.97
H 3.71 -0.26 -0.02
```

## Properties
- SMILES string: CCC.CC
- HOMO: -10.86 eV
- Frontier orbital gap: 11.99 eV
- Net charge: 0


We find <1> to be the most stable, with the next structure 33.0 kcal/mol higher.